[1]
Density functional theory data (ωB97M-V with the def2-TZVPD basis set) for 2 unconnected molecules or ions with the total composition C10H16 in a non-equilibrium geometry.

* expectation value of S²: 0.76
* energy: -390.5603 Ha
* charge: -1
* LUMO energy (alpha / beta): 3.774 / 3.747 eV
* orbital gap (alpha / beta): 2.828 / 6.974 eV
* M: 136.2 g/mol
* multiplicity: 2

XYZ file:
```
26
C10H16 | OMol25 | ωB97M-V with the def2-TZVPD basis set
C -1.60822 -1.09829 2.80255
C -0.45158 1.25875 -0.00651
C -1.22107 0.24245 0.65203
C 0.73753 1.78538 0.58066
C -0.86209 -0.13627 1.93399
C 1.11720 1.36870 1.84310
C 0.37165 0.31006 2.46413
H -0.72956 1.62058 -0.99056
H -2.16389 -0.13415 0.25875
H 1.12287 2.73550 0.20714
H 2.01325 1.75559 2.31875
H -2.66650 -1.01701 2.54723
H -1.54472 -0.84217 3.86386
H 0.74466 0.03179 3.44486
H -1.26463 -2.13655 2.71680
C 0.42024 -0.32009 -2.94010
C -0.41173 -1.52901 -2.55336
C 1.84449 -0.80966 -3.21323
H 0.04661 0.02097 -3.91704
H 0.35996 0.55850 -2.31428
H -0.51076 -2.32901 -3.30783
H 2.21956 -1.41109 -2.37866
H 1.94070 -1.49900 -4.05780
H -1.44296 -1.21399 -2.33199
H -0.09923 -2.13012 -1.69737
H 2.51089 0.01428 -3.47362
```

***

[2]
Density functional theory data (ωB97M-V with the def2-TZVPD basis set) for 2 unconnected molecules or ions with the total composition C10H16 in a non-equilibrium geometry.

* expectation value of S²: 0.76
* energy: -390.5738 Ha
* charge: -1
* LUMO energy (alpha / beta): 3.686 / 3.590 eV
* orbital gap (alpha / beta): 2.681 / 7.075 eV
* M: 136.2 g/mol
* multiplicity: 2

XYZ file:
```
26
C10H16 | OMol25 | ωB97M-V with the def2-TZVPD basis set
C 2.03088 1.81254 -1.13332
C 0.55218 1.66844 -1.01341
C -0.18304 1.09165 -2.06021
C -0.12664 2.14278 0.10280
C -1.57485 0.94545 -1.91858
C -1.56156 1.98245 0.22699
C -2.24707 1.31271 -0.75323
H 2.48079 0.81900 -1.00153
H 2.54445 2.56173 -0.53052
H 0.33481 0.75026 -2.95340
H 0.47977 2.49958 0.92975
H -2.09141 0.44279 -2.73073
H -1.99000 2.33721 1.15917
H -3.29085 1.01036 -0.67271
H 2.33331 2.17681 -2.12707
C 0.45591 -1.62809 1.03679
C -0.77893 -1.60374 1.91898
C 1.03530 -3.01874 0.91365
H 0.19269 -1.19448 0.08710
H 1.22217 -1.00331 1.49159
H -1.35439 -0.69393 1.70307
H -0.65716 -1.67947 3.00380
H 1.24789 -3.50186 1.88219
H 0.38931 -3.72448 0.38070
H -1.44362 -2.43781 1.66415
H 2.00008 -3.06785 0.39399
```

***

[3]
Density functional theory data (ωB97M-V with the def2-TZVPD basis set) for 2 unconnected molecules or ions with the total composition C10H16 in a non-equilibrium geometry.

* energy: -390.6258 Ha
* charge: 0
* LUMO energy: 0.992 eV
* SMILES: Cc1ccccc1.CCC
* orbital gap: 10.037 eV
* M: 136.2 g/mol
* multiplicity: 1

XYZ file:
```
26
C10H16 | OMol25 | ωB97M-V with the def2-TZVPD basis set
C 0.51142 -2.85589 0.82206
C 1.13247 -1.49931 1.01782
C 1.37741 -1.01024 2.29350
C 2.09734 0.16599 2.49114
C 2.57098 0.86705 1.38785
C 2.26497 0.43185 0.10114
C 1.56108 -0.74482 -0.08221
H 0.33898 -3.07641 -0.22630
H -0.46855 -2.97517 1.28950
H 1.21851 -3.60907 1.18074
H 0.98852 -1.55472 3.15029
H 2.30382 0.46963 3.50376
H 3.12086 1.78141 1.57634
H 2.52478 1.12654 -0.68994
H 1.31420 -1.12751 -1.06536
C -3.04571 1.52917 -0.71022
C -1.91133 1.80529 -1.72545
C -1.21825 0.51568 -2.14671
H -2.67582 0.89466 0.10223
H -3.89251 1.05265 -1.19867
H -3.39085 2.47384 -0.27645
H -2.38554 2.27554 -2.58976
H -1.20126 2.50641 -1.30438
H -0.82099 -0.01297 -1.28482
H -1.88005 -0.14527 -2.72237
H -0.43446 0.71568 -2.89371
```

***

[4]
Density functional theory data (ωB97M-V with the def2-TZVPD basis set) for 2 unconnected molecules or ions with the total composition C10H16 in a non-equilibrium geometry.

* energy: -390.6048 Ha
* charge: 0
* LUMO energy: 1.058 eV
* SMILES: Cc1ccccc1.CCC
* orbital gap: 10.078 eV
* M: 136.2 g/mol
* multiplicity: 1

XYZ file:
```
26
C10H16 | OMol25 | ωB97M-V with the def2-TZVPD basis set
C -1.48209 -2.20179 0.70981
C -0.81815 -0.98990 1.35532
C -1.35621 0.31178 1.14194
C -0.69341 1.34073 1.79216
C 0.54842 1.18098 2.38251
C 1.04424 -0.09038 2.64757
C 0.33940 -1.16674 2.08996
H -2.49392 -1.99390 0.36744
H -1.60059 -2.95241 1.49343
H -0.83845 -2.48614 -0.11604
H -2.36276 0.39397 0.76076
H -1.25207 2.27329 1.81204
H 1.08218 2.03879 2.77629
H 1.82858 -0.31386 3.35438
H 0.68597 -2.14192 2.41598
C 1.76999 0.86847 -1.74308
C 0.79368 0.09580 -2.59766
C -0.58744 0.70459 -2.59381
H 2.05799 1.86106 -2.12118
H 2.75495 0.45936 -1.52203
H 1.41491 1.12180 -0.73223
H 1.23870 -0.12098 -3.56878
H 0.71139 -0.90679 -2.14496
H -1.12801 0.84636 -1.66306
H -0.50878 1.74038 -2.96109
H -1.14850 0.12746 -3.33567
```

***

[5]
Density functional theory data (ωB97M-V with the def2-TZVPD basis set) for 2 unconnected molecules or ions with the total composition C10H16 in a non-equilibrium geometry.

* energy: -390.5881 Ha
* charge: 0
* LUMO energy: 1.003 eV
* SMILES: Cc1ccccc1.CCC
* orbital gap: 9.983 eV
* M: 136.2 g/mol
* multiplicity: 1

XYZ file:
```
26
C10H16 | OMol25 | ωB97M-V with the def2-TZVPD basis set
C 1.64573 -2.23166 2.47079
C 1.47835 -0.81336 2.00533
C 0.40056 -0.10951 2.51722
C 0.05839 1.14501 2.01605
C 0.71187 1.49983 0.85504
C 1.72645 0.77541 0.20361
C 2.19660 -0.34245 0.89840
H 2.41189 -2.69645 1.80078
H 0.82817 -2.88566 2.15962
H 1.91587 -2.36979 3.51586
H -0.26738 -0.41833 3.32875
H -0.57748 1.88803 2.46088
H 0.47318 2.39694 0.28307
H 2.05902 0.92180 -0.81345
H 2.90879 -1.02972 0.44312
C -2.21627 0.89337 -1.11858
C -1.44327 -0.11106 -1.95099
C -1.13791 0.26458 -3.40922
H -1.91899 1.92491 -1.32268
H -2.20065 0.48698 -0.11881
H -3.28378 0.90098 -1.44808
H -0.46271 -0.16308 -1.45671
H -1.85749 -1.12320 -1.92931
H -1.60470 -0.49867 -4.04283
H -1.73428 1.14671 -3.69147
H -0.10996 0.54837 -3.65639
```

***

[6]
Density functional theory data (ωB97M-V with the def2-TZVPD basis set) for 2 unconnected molecules or ions with the total composition C10H16 in a non-equilibrium geometry.

* energy: -390.5449 Ha
* charge: 0
* LUMO energy: 0.978 eV
* SMILES: Cc1ccccc1.CCC
* orbital gap: 9.914 eV
* M: 136.2 g/mol
* multiplicity: 1

XYZ file:
```
26
C10H16 | OMol25 | ωB97M-V with the def2-TZVPD basis set
C 2.00982 0.53515 1.60011
C 0.77121 -0.22394 1.53911
C 0.85490 -1.63544 1.48199
C -0.34848 -2.29364 1.57593
C -1.61902 -1.69331 1.76897
C -1.65675 -0.35020 1.66819
C -0.45292 0.34535 1.62318
H 2.01065 1.56467 1.35127
H 2.66859 -0.19095 1.15975
H 2.40638 0.44428 2.69114
H 1.84608 -2.16573 1.24992
H -0.30565 -3.32588 1.57430
H -2.57056 -2.33292 1.96497
H -2.64877 0.07473 1.77568
H -0.61515 1.39816 2.13217
C -0.77394 2.17136 -2.07468
C 0.36758 1.08926 -2.31916
C -0.09132 -0.35284 -2.64193
H -0.43341 3.11134 -1.88985
H -1.13893 1.75950 -0.96792
H -1.62494 1.92681 -2.78491
H 1.06714 1.37695 -3.11802
H 0.96538 0.98036 -1.43736
H -0.86802 -0.62430 -1.92343
H -0.49562 -0.46060 -3.70318
H 0.67575 -1.12818 -2.29624
```

***

[7]
Density functional theory data (ωB97M-V with the def2-TZVPD basis set) for 2 unconnected molecules or ions with the total composition C10H16 in a non-equilibrium geometry.

* energy: -390.6038 Ha
* charge: 0
* LUMO energy: 1.037 eV
* SMILES: CCc1ccccc1.CC
* orbital gap: 9.967 eV
* M: 136.2 g/mol
* multiplicity: 1

XYZ file:
```
26
C10H16 | OMol25 | ωB97M-V with the def2-TZVPD basis set
C 1.77566 -0.42487 -1.50087
C 2.40220 -0.15598 -0.13168
C 1.29255 0.12451 0.86295
C 0.96666 1.46111 1.13799
C 0.09072 1.72463 2.18693
C -0.55535 0.67108 2.83833
C -0.20968 -0.65014 2.58121
C 0.64158 -0.90179 1.51526
H 1.14487 -1.32084 -1.49558
H 2.59620 -0.43180 -2.22130
H 1.04642 0.29415 -1.85174
H 3.15686 -0.88908 0.17585
H 3.16054 0.64031 -0.22227
H 1.44871 2.26356 0.59819
H -0.18114 2.73695 2.45699
H -1.30968 0.88245 3.58710
H -0.62580 -1.49027 3.11591
H 0.77959 -1.93705 1.22237
C -1.74414 0.10029 -2.32965
C -2.62211 -0.76826 -1.38675
H -0.90168 -0.55077 -2.55803
H -2.32857 0.27477 -3.23404
H -1.36328 1.03478 -1.93798
H -2.72364 -1.81445 -1.63562
H -3.64231 -0.36324 -1.39790
H -2.29519 -0.51004 -0.37568
```

***

[8]
Density functional theory data (ωB97M-V with the def2-TZVPD basis set) for 2 unconnected molecules or ions with the total composition C10H16 in a non-equilibrium geometry.

* energy: -390.6023 Ha
* charge: 0
* LUMO energy: 0.996 eV
* SMILES: Cc1ccccc1.CCC
* orbital gap: 10.081 eV
* M: 136.2 g/mol
* multiplicity: 1

XYZ file:
```
26
C10H16 | OMol25 | ωB97M-V with the def2-TZVPD basis set
C -2.54596 -0.76690 1.65632
C -1.89912 -0.43982 0.36408
C -0.77369 0.37934 0.30356
C -0.18271 0.64709 -0.92714
C -0.68426 0.12351 -2.10234
C -1.85312 -0.62646 -2.06410
C -2.42431 -0.92368 -0.83614
H -1.96974 -0.46477 2.53790
H -2.71502 -1.80068 1.98105
H -3.52243 -0.31061 1.85453
H -0.43846 0.80348 1.23026
H 0.67269 1.29397 -0.88296
H -0.22352 0.45606 -3.02482
H -2.29251 -1.04850 -2.95813
H -3.24555 -1.63123 -0.81989
C 2.70200 1.73923 1.12987
C 3.39663 0.40287 0.88236
C 2.51386 -0.77525 0.43613
H 2.13637 1.70181 2.06605
H 2.16126 1.93552 0.21287
H 3.40119 2.54205 1.38484
H 4.22448 0.47936 0.17765
H 3.87410 0.03017 1.79439
H 1.96459 -1.26157 1.24764
H 1.58606 -0.49907 -0.11207
H 3.05870 -1.45913 -0.21009
```

***

[9]
Density functional theory data (ωB97M-V with the def2-TZVPD basis set) for 2 unconnected molecules or ions with the total composition C10H16 in a non-equilibrium geometry.

* energy: -390.5514 Ha
* charge: 0
* LUMO energy: 0.992 eV
* SMILES: CCc1ccccc1.CC
* orbital gap: 9.641 eV
* M: 136.2 g/mol
* multiplicity: 1

XYZ file:
```
26
C10H16 | OMol25 | ωB97M-V with the def2-TZVPD basis set
C -2.38353 1.17509 2.20243
C -1.09511 0.80846 1.41151
C -1.20633 0.19232 0.12104
C -0.20778 0.19328 -0.84845
C -0.38118 -0.35973 -2.08152
C -1.50669 -1.19033 -2.48643
C -2.51906 -1.14035 -1.58333
C -2.39826 -0.58765 -0.25081
H -3.38085 1.14195 1.60797
H -2.37011 2.22563 2.58806
H -2.60174 0.40561 3.01417
H -0.38697 1.64615 1.36706
H -0.57790 0.22839 2.13512
H 0.61655 0.92116 -0.73996
H 0.50564 -0.14203 -2.61937
H -1.50791 -1.70353 -3.41300
H -3.39724 -1.45684 -1.94054
H -3.12657 -0.77582 0.47309
C 3.31762 -0.73962 -0.34305
C 3.59515 0.42658 0.56282
H 3.71982 -1.67869 0.08226
H 2.32028 -0.94689 -0.63601
H 3.88311 -0.64715 -1.18062
H 3.82102 1.25714 -0.01881
H 4.49380 0.13441 1.15997
H 2.77422 0.61245 1.41640
```